No. 1
Molecular formula: C5H13NS
Method: DFT, ωB97M-V/def2-TZVPD

Calculated values
- SMILES = C=[S@@H](=N)CC(C)C
- spin multiplicity = 1
- energy relative to the best compared isomer or geometry (same formula, charge and spin) (kcal/mol) = 134.1

Each line ends with the Löwdin charge.
CARTESIAN COORDINATES (ANGSTROEM)
C1 3.3671 0.5068 0.4974  -0.334
S1 1.8690 0.1381 -0.0721  0.711
N1 1.6698 -0.9567 -1.1499  -0.329
C2 0.1847 0.0809 0.7603  -0.231
C3 -1.1326 -0.4583 -0.1920  -0.409
C4 -2.3276 -0.8891 0.7201  -0.074
C5 -1.5641 0.6159 -1.1545  -0.098
H1 3.7851 -0.2812 0.9810  -0.054
H2 3.4281 1.3568 1.1985  0.019
H3 1.6112 1.4538 -0.6857  0.068
H4 2.6449 -1.1581 -1.6036  0.056
H5 0.2576 -0.3291 1.7843  0.079
H6 -0.0079 1.1771 0.9035  0.077
H7 -0.6841 -1.3552 -0.7530  0.118
H8 -2.7042 0.0378 1.0525  0.046
H9 -2.0130 -1.4494 1.5082  0.036
H10 -3.2088 -1.1883 0.1031  0.100
H11 -2.2876 0.2727 -1.8698  0.076
H12 -2.1480 1.3741 -0.4718  0.120
H13 -0.7397 1.0513 -1.5565  0.023

***

No. 2
Molecular formula: C5H13NS
Method: DFT, ωB97M-V/def2-TZVPD

Calculated values
- spin multiplicity = 2
- total charge = +1
- energy relative to the best compared isomer or geometry (same formula, charge and spin) (kcal/mol) = 21.5

Each line ends with the Löwdin spin population.
CARTESIAN COORDINATES (ANGSTROEM)
C1 1.5109 -0.1045 -0.8943  0.059
N1 0.6905 0.4827 0.1895  0.587
C2 -0.2724 -0.3845 0.7809  0.074
C3 -1.5355 -0.4241 -0.1611  0.075
S1 -2.2572 -2.0717 -0.1558  0.117
C4 -0.6124 0.1260 2.1729  0.016
C5 1.6146 0.8953 -2.0088  0.005
H1 2.4319 -0.3148 -0.3018  0.028
H2 1.0275 -0.9871 -1.2768  0.012
H3 0.4419 1.4500 -0.0227  0.015
H4 0.1310 -1.3838 0.9605  0.003
H5 -2.2672 0.3394 0.0517  0.002
H6 -1.1912 -0.3593 -1.1949  -0.001
H7 -2.9983 -1.9955 1.0102  0.004
H8 0.3508 0.3136 2.6798  0.000
H9 -1.1090 1.0974 2.3368  0.000
H10 -1.2229 -0.3322 2.9574  0.002
H11 0.8475 0.9494 -2.7857  0.000
H12 1.9048 1.9191 -1.6832  0.001
H13 2.5146 0.7845 -2.6547  0.000

***

No. 3
Molecular formula: C5H13NS
Method: DFT, ωB97M-V/def2-TZVPD

Calculated values
- spin multiplicity = 2
- total charge = +1
- energy relative to the best compared isomer or geometry (same formula, charge and spin) (kcal/mol) = 17.8

Each line ends with the Löwdin spin population.
CARTESIAN COORDINATES (ANGSTROEM)
C1 -0.2130 2.4961 0.8694  0.003
C2 -1.5450 2.5971 0.7461  0.012
N1 0.4120 1.4115 1.5371  -0.002
H1 0.4670 3.2322 0.4350  0.000
H2 -1.9920 3.4081 0.1567  0.001
H3 -2.2694 1.9497 1.2323  0.000
H4 -0.2377 0.8295 2.0853  0.000
H5 0.9257 0.4894 0.4346  0.021
H6 1.2064 1.7487 2.1002  0.000
C3 -0.8408 -1.6811 -0.2181  0.000
C4 0.0560 -1.8365 -1.4326  0.018
C5 1.5147 -1.6275 -1.1409  0.089
S1 1.9872 0.0615 -0.6276  0.823
H7 -0.4487 -2.3853 0.5331  0.000
H8 -1.8731 -1.9448 -0.4312  0.000
H9 -0.8437 -0.6384 0.0836  0.000
H10 -0.0288 -2.7952 -1.8609  0.001
H11 -0.2043 -1.1291 -2.2224  0.001
H12 2.1281 -1.9537 -1.9986  0.002
H13 1.7993 -2.2321 -0.2811  0.031

***

No. 4
Molecular formula: C5H13NS2
Method: DFT, ωB97M-V/def2-TZVPD

Calculated values
- spin multiplicity = 1
- energy relative to the best compared isomer or geometry (same formula, charge and spin) (kcal/mol) = 144.8

Each line ends with the Löwdin charge.
CARTESIAN COORDINATES (ANGSTROEM)
S1 1.5673 -1.4057 2.2875  0.277
S2 -0.0573 2.2435 0.0478  0.802
C1 1.4461 1.3650 0.3185  -0.620
C2 1.7518 0.3774 -0.8957  -0.238
C3 0.6843 -0.7537 -1.1343  -0.261
N1 -0.7153 -0.3926 -1.1887  -0.061
C4 -1.4921 -0.7386 0.0412  -0.272
C5 -2.5788 0.3197 0.1283  -0.125
H1 1.5236 -1.8546 3.5863  -0.301
H2 1.2251 0.7822 1.1674  -0.063
H3 2.2451 2.0068 0.6269  0.081
H4 2.7651 -0.2411 -0.7175  0.143
H5 1.9047 0.9616 -1.8785  0.115
H6 0.9413 -1.3899 -1.9947  0.117
H7 0.7610 -1.3976 -0.1421  0.055
H8 -0.7515 0.6354 -1.2533  -0.009
H9 -0.8661 -0.6509 0.9463  0.064
H10 -1.7865 -1.7338 -0.0049  0.095
H11 -2.6115 0.7121 -0.9867  0.110
H12 -3.6016 -0.0318 0.3153  0.073
H13 -2.3548 1.1864 0.7309  0.018